A 7-piece molecular cluster, C21H63O28P7 overall in a non-equilibrium geometry, computed with the ωB97M-V functional and the def2-TZVPD basis.

The geometry in ORCA input format:
```
! wB97M-V def2-TZVPD RIJCOSX def2/J DEFGRID3
* xyz 0 1
C 4.48921 3.48798 0.59775
O 4.46389 2.18259 0.92877
P 4.70256 1.71032 2.41574
O 5.15336 2.74203 3.32633
O 3.38074 1.16858 3.05893
C 2.17126 1.59411 2.47789
O 5.74266 0.53102 2.43321
C 5.49326 -0.83717 2.97404
H 5.53886 3.68310 0.54788
H 4.03840 4.20374 1.13716
H 4.33299 3.93757 -0.56680
H 1.37236 1.39007 3.21779
H 1.92544 0.91277 1.43517
H 2.09482 2.64745 2.09795
H 4.53175 -1.12215 2.90728
H 5.71260 -0.74622 3.93240
H 6.12363 -1.59078 2.59218
C -4.70065 -2.97477 -4.70739
O -5.23754 -3.28502 -3.46734
P -4.99137 -2.19209 -2.29264
O -6.21771 -1.90398 -1.57436
O -4.02011 -3.14263 -1.45937
C -4.58347 -4.14714 -0.65075
O -4.04039 -0.89450 -2.58528
C -4.02846 0.12897 -1.65916
H -5.17453 -3.80279 -5.29806
H -3.69395 -2.95532 -4.71311
H -5.19254 -2.18755 -5.14828
H -4.53459 -5.00352 -1.31457
H -5.45920 -3.97132 -0.28173
H -3.88126 -4.10325 0.28909
H -4.20295 -0.31437 -0.59313
H -5.03039 0.65989 -1.74361
H -3.11432 1.03115 -1.96262
C -1.75572 1.03680 4.37055
O -3.01979 0.36018 4.09451
P -3.33427 -0.29927 2.61996
O -3.69494 0.54882 1.48661
O -1.85589 -1.01468 2.33917
C -1.63077 -1.81228 1.16663
O -4.38400 -1.56510 2.82019
C -5.47049 -1.57396 2.02289
H -1.37699 1.64749 3.52509
H -1.24224 0.41895 4.85481
H -2.05022 1.70632 4.94971
H -1.74453 -1.28687 0.25564
H -2.21430 -2.71757 1.05317
H -0.55949 -2.09872 1.01590
H -5.11636 -1.76527 1.04122
H -6.03173 -0.75338 2.00461
H -6.07601 -2.54166 2.02239
C -1.04820 2.27547 0.18899
O -0.39785 3.42670 -0.10777
P 0.07014 3.82959 -1.57889
O 1.16431 4.78743 -1.48798
O 0.46171 2.73503 -2.62800
C 1.79721 2.69017 -3.17264
O -1.19321 4.83283 -2.17798
C -1.61899 5.97955 -1.61700
H -2.00275 2.28140 -0.42365
H -0.99832 1.88890 1.19128
H -0.28981 1.68299 -0.16267
H 2.50078 2.69600 -2.46702
H 2.14700 3.49889 -3.98649
H 1.98124 1.60352 -3.71774
H -1.01512 6.76032 -1.50826
H -1.60136 5.69294 -0.56170
H -2.43615 6.48244 -1.99203
C 5.11556 -4.95748 0.59042
O 4.33711 -3.88407 1.02330
P 3.24546 -3.09895 0.02196
O 3.27928 -3.71814 -1.35188
O 1.81043 -3.43144 0.64116
C 1.43279 -4.79870 0.98375
O 3.13417 -1.51341 0.11195
C 2.46990 -0.84172 -1.03482
H 5.51356 -5.61413 1.36260
H 5.97921 -4.59903 0.01630
H 4.60407 -5.76365 -0.05778
H 1.97536 -5.32170 1.77361
H 1.36291 -5.36199 0.18774
H 0.55759 -4.74657 1.58939
H 2.59687 -1.30602 -2.06181
H 2.90426 0.14068 -1.08014
H 1.24201 -0.77202 -0.60675
C 2.76212 -2.03623 -4.84447
O 2.79657 -3.36717 -4.22108
P 1.39826 -4.07214 -3.79206
O 0.52715 -3.96835 -4.89436
O 1.55683 -5.57444 -3.49284
C 2.56447 -6.35888 -4.24561
O 0.55660 -3.40600 -2.51298
C -0.76981 -3.95878 -2.34402
H 2.22486 -2.12945 -5.79788
H 3.67326 -1.61223 -5.00691
H 1.97134 -1.36687 -4.25811
H 2.44799 -6.10187 -5.24889
H 2.71179 -7.51677 -4.11114
H 3.51304 -5.88716 -4.10047
H -1.17143 -3.67728 -1.31863
H -0.90303 -4.89701 -2.42500
H -1.46012 -3.38886 -2.91838
C -3.19570 4.31075 1.99108
O -2.13674 3.87263 2.87515
P -1.05387 4.88119 3.34973
O 0.07165 3.98194 3.90650
O -0.46726 5.77635 2.08888
C 0.82838 5.56015 1.67465
O -1.43938 5.84345 4.51758
C -0.47704 6.57694 5.12350
H -3.09518 5.11129 1.20044
H -4.01474 4.36997 2.52589
H -3.46347 3.43479 1.55525
H 1.56290 5.69342 2.42652
H 1.29239 6.22369 1.00652
H 0.88638 4.60117 1.26399
H -0.06634 7.46832 4.52195
H 0.24949 5.87575 5.60403
H -0.56912 7.05526 6.00733
*
```

- E_HOMO: -9.75 eV
- Kohn-Sham gap: 0.3740 Ha
- Structure (SMILES): COP(=O)(OC)OC.COP(=O)(OC)OC.COP(=O)(OC)OC.COP(=O)(OC)OC.COP(=O)(OC)OC.COP(=O)(OC)OC.COP(=O)(OC)OC

***

One molecule with the formula C2H6N4 in a non-equilibrium geometry, computed with the ωB97M-V functional and the def2-TZVPD basis.

The geometry in ORCA input format:
```
! wB97M-V def2-TZVPD RIJCOSX def2/J DEFGRID3
* xyz 0 1
C 1.60938 -0.12150 -0.45625
C 0.24307 -0.26073 -0.45977
N 2.28830 0.25373 0.56656
N -0.85024 1.65415 0.43676
N -0.78795 0.42889 0.05394
N -1.94644 -0.42844 0.35786
H 2.15438 -0.61458 -1.31457
H -0.15736 -0.93451 -1.23418
H 3.25692 0.11627 0.48832
H -1.61438 1.78856 1.13051
H -1.62970 -1.17552 0.89173
H -2.56599 -0.70631 -0.46092
*
```

- E_HOMO (spin up / spin down): -7.98 / -7.91 eV
- Kohn-Sham gap (spin up / spin down): 0.2906 / 0.2955 Ha

***

A 2-piece molecular cluster, CH3NO2S overall in a non-equilibrium geometry, computed with the ωB97M-V functional and the def2-TZVPD basis.

The geometry in ORCA input format:
```
! wB97M-V def2-TZVPD RIJCOSX def2/J DEFGRID3
* xyz 0 1
C -0.24732 0.38054 0.28380
N 1.07315 -0.19527 0.05875
O 1.16954 -1.28372 -0.33755
O 1.96383 0.49593 0.43013
S -1.71225 -0.64110 0.32505
H -0.22782 1.07738 1.06153
H -0.64659 1.37075 -1.01225
H -1.37254 -1.20452 -0.80946
*
```

- E_HOMO: -9.72 eV
- Kohn-Sham gap: 0.3286 Ha

***

no.,energy (eV)
1,-145147.7355
2,-8127.1356
3,-17500.2972